C17H35BCl2F3O2PS in the gas phase, computed with wB97M-V/def2-TZVPD.

XYZ file:
```
62
Properties=species:S:1:pos:R:3:nbo_charge:R:1
C 6.43789 0.96158 2.01464 -0.6103
C 5.38801 -0.12118 1.69996 -0.4031
C 3.95786 0.44284 1.62868 -0.3940
C 3.56523 0.95694 0.23805 -0.3957
C 3.31617 -0.16320 -0.77482 -0.4065
C 3.10360 0.27988 -2.22520 -0.3832
C 1.71218 0.78875 -2.63053 -0.4024
C 1.31408 2.16025 -2.04775 -0.4093
C 0.00234 2.24816 -1.24841 -0.3776
C -0.41227 1.03023 -0.39488 -0.4208
C -1.38074 1.47323 0.70053 -0.3873
C -1.80251 0.49046 1.80421 -0.7229
P -2.36631 -1.21155 1.35633 0.9776
S -0.15008 -2.00213 1.45895 -0.4860
B -2.38020 -2.17778 -0.35300 0.9785
O -2.10589 -3.53261 -0.35830 -0.9627
O -2.64793 -1.48233 -1.48731 -0.7671
C -2.12810 -1.96314 -2.73914 -0.2489
C -4.23710 -0.69417 1.13720 -0.5524
Cl -5.12270 -2.20465 0.70336 -0.0563
C -4.44847 0.38969 0.05738 -0.2005
C -5.60392 0.19660 -0.91324 -0.6242
Cl -4.73486 1.95581 0.91949 -0.0803
C -2.81638 -2.22318 2.94993 0.7837
F -3.37167 -3.41977 2.63648 -0.3213
F -3.74208 -1.52682 3.65971 -0.3362
F -1.80289 -2.45265 3.80398 -0.3118
H 6.66608 0.97248 3.08135 0.2059
H 6.06483 1.95483 1.75039 0.1989
H 7.36659 0.79550 1.46684 0.2067
H 5.41892 -0.87704 2.48579 0.2052
H 5.63729 -0.58506 0.74440 0.1933
H 3.90931 1.29666 2.31852 0.1955
H 3.21248 -0.27465 1.97873 0.2110
H 2.65890 1.56431 0.34499 0.1972
H 4.35406 1.61128 -0.15247 0.1928
H 2.47822 -0.79044 -0.45930 0.2009
H 4.19483 -0.81959 -0.76818 0.2003
H 3.83557 1.05613 -2.48484 0.1920
H 3.33306 -0.57529 -2.87252 0.2024
H 1.74963 0.88765 -3.72184 0.2040
H 0.95521 0.02663 -2.42352 0.1919
H 2.14321 2.55648 -1.45236 0.2032
H 1.20459 2.86290 -2.88120 0.2063
H 0.07165 3.12539 -0.59274 0.1977
H -0.82437 2.46301 -1.93465 0.1913
H -0.91417 0.33203 -1.07357 0.1973
H 0.46401 0.53883 0.02970 0.2213
H -0.90398 2.31551 1.21875 0.2144
H -2.26922 1.90320 0.23237 0.2105
H -0.96749 0.35133 2.49670 0.2577
H -2.62113 0.93694 2.37820 0.2476
H 0.04822 -2.30046 0.16962 0.1239
H -2.92050 -4.03961 -0.33551 0.5179
H -2.83008 -2.66153 -3.19227 0.1907
H -1.15845 -2.44717 -2.60088 0.1915
H -1.99432 -1.08840 -3.37762 0.1960
H -4.71736 -0.34225 2.04888 0.2557
H -3.53979 0.52486 -0.52634 0.2252
H -6.55231 0.06387 -0.38743 0.2231
H -5.68872 1.10203 -1.52056 0.2236
H -5.40804 -0.63959 -1.58373 0.2281
```

Values from the calculation:
E_LUMO = 0.371 eV
structure (SMILES) = CCCCCCCCCCCCP(S)(B(O)OC)([C@H](Cl)[C@@H](C)Cl)C(F)(F)F
orbital gap = 8.909 eV
HOMO = -8.54 eV
E = -2803.6521 Eh

=====

9 unconnected molecules or ions with the total composition C17H35Cl2F12N3O11S in a non-equilibrium geometry, computed with wB97M-V/def2-TZVPD.

XYZ file:
```
81
Properties=species:S:1:pos:R:3:lowdin_charge:R:1
N -27.27813 -9.69745 -2.64697 0.2719
H -27.88706 -8.90881 -2.85648 0.0895
H -27.46349 -10.03600 -1.69194 0.0705
H -26.27707 -9.35545 -2.71826 0.0797
H -27.32916 -10.43242 -3.34731 0.1369
N -23.02500 -12.41802 -0.47733 0.2452
H -22.82050 -11.39150 -0.71181 0.0584
H -22.81181 -12.93195 -1.32812 0.1312
H -24.03799 -12.55329 -0.23697 0.0465
H -22.50646 -12.79100 0.31189 0.1242
N -23.85590 -8.60650 0.01655 0.2274
H -24.34656 -9.28114 0.62453 0.0496
H -23.73923 -7.67323 0.39476 0.0648
H -24.38804 -8.55538 -0.88700 0.0557
H -22.95195 -8.97195 -0.31006 0.0211
C -27.14113 -12.15531 2.23657 -0.6643
F -27.56115 -11.18024 3.03701 0.1493
F -26.28930 -12.92424 2.91772 0.1292
F -28.19645 -12.86800 1.87545 0.1542
S -26.18009 -11.53949 0.73947 0.5613
O -25.15072 -10.63729 1.22103 -0.3184
O -25.64272 -12.73349 0.08125 -0.3250
O -27.13422 -10.84645 -0.11147 -0.3261
O -22.41116 -10.07739 -1.56058 -0.3949
C -22.97646 -9.94133 -2.85388 -0.3334
C -23.83415 -8.68585 -3.23481 -0.3797
O -24.91626 -8.29938 -2.44200 -0.3568
H -23.68911 -10.77940 -3.01189 0.0793
H -22.17932 -10.16166 -3.57680 0.0895
H -24.24068 -8.89787 -4.24292 0.0873
H -23.20031 -7.81620 -3.48427 0.0801
C -23.76063 -9.49434 5.00962 -0.0497
C -22.82297 -8.36774 4.59703 -0.1986
O -23.42565 -7.08467 4.63039 0.0435
C -24.22967 -6.72876 3.65108 -0.3923
O -24.49135 -7.42893 2.72084 0.1554
C -24.51804 -5.23475 3.61926 -0.5474
F -25.74818 -4.98057 4.10636 0.1567
F -23.65816 -4.54640 4.37643 0.1721
F -24.45642 -4.79508 2.37256 0.1827
H -24.48720 -9.57215 4.19934 0.0684
H -24.26030 -9.31574 5.96489 0.0831
H -23.28260 -10.45441 5.20312 0.0810
H -22.49673 -8.53555 3.56769 0.0976
H -21.96978 -8.35266 5.27277 0.1297
C -26.84846 -5.90139 0.21421 -0.0479
C -27.59398 -7.13838 -0.26032 -0.1594
O -28.99024 -6.72252 -0.36288 0.0543
C -29.49799 -6.72172 -1.57420 -0.3900
O -28.96532 -7.15242 -2.55277 0.1341
C -30.89004 -6.04746 -1.65730 -0.5549
F -31.81266 -6.87543 -2.12004 0.1856
F -31.28669 -5.60523 -0.46230 0.1690
F -30.77049 -4.99747 -2.47362 0.1736
H -27.20732 -5.56998 1.18574 0.0837
H -26.79918 -5.11994 -0.54496 0.0920
H -25.79365 -6.17107 0.31574 0.0653
H -27.52013 -7.86094 0.54729 0.1294
H -27.11424 -7.42026 -1.19651 0.0974
C -21.10208 -5.28067 -2.89185 -0.0409
C -20.51027 -6.37410 -1.98141 -0.2140
O -20.10221 -5.88016 -0.71392 0.0362
C -21.00059 -5.91327 0.24902 -0.4118
O -22.07962 -6.40049 0.08324 0.1178
C -20.51794 -5.40507 1.61760 -0.5328
F -20.76665 -4.09376 1.75647 0.1706
F -21.16899 -6.01876 2.61786 0.1518
F -19.21525 -5.65982 1.74596 0.1749
H -20.56602 -4.34383 -2.78504 0.0801
H -22.16132 -5.26975 -2.62457 0.0765
H -21.10770 -5.61054 -3.93009 0.0786
H -19.56724 -6.70846 -2.42517 0.1168
H -21.10289 -7.28933 -1.95114 0.1104
Cl -17.84254 -8.96646 -0.69176 0.5609
C -19.23521 -10.03739 -0.98173 -0.6594
C -19.89032 -10.43900 0.28212 -0.6614
Cl -20.71361 -9.12751 1.14037 0.6805
H -18.88659 -10.90713 -1.53831 0.0821
H -19.85155 -9.47342 -1.67886 0.0456
H -19.13141 -10.91983 0.90477 0.0752
H -20.61430 -11.23672 0.12040 0.0437
```

Values from the calculation:
E_LUMO = 0.070 eV
orbital gap = 7.544 eV
HOMO = -7.47 eV
relative energy (zero: lowest compared OMol25 entry of this formula, charge and spin) = 0.00 kJ/mol
E = -4177.6691 Eh

=====

A molecular structure, C17H35Cl3ORuSi2 in a non-equilibrium geometry, computed with wB97M-V/def2-TZVPD.

XYZ file:
```
59
Properties=species:S:1:pos:R:3:nbo_charge:R:1
C 2.43640 0.51280 -0.53027 -0.1630
C 2.58921 0.62782 0.93628 -0.1419
C 2.45062 2.02631 1.26588 0.1042
C 3.22899 -0.36316 1.79743 -0.7339
C 2.24811 2.75092 0.07037 -0.1073
C 2.23497 1.86574 -1.01910 0.0354
C 2.20834 2.24466 -2.44581 -0.6487
C 3.14011 -0.50651 -1.35342 -0.6286
C 2.65548 2.59926 2.60705 -0.6624
C 2.10377 4.22810 -0.01074 -0.6289
Ru 0.53495 0.05440 0.38212 1.0629
Cl 1.13988 -1.26778 3.38119 -0.7169
Cl 0.86974 -2.16580 -0.08851 -0.4335
Cl -0.54246 2.04791 0.95130 -0.5366
H 3.64388 -1.19865 1.23887 0.1997
H 2.36275 -0.79757 2.47490 0.2670
H 3.97053 0.11382 2.44280 0.1794
H 2.44587 1.86439 3.38997 0.2461
H 2.00879 3.47099 2.77369 0.2113
H 3.69925 2.93369 2.71613 0.1989
H 1.45881 4.60289 0.78873 0.2134
H 1.66439 4.51600 -0.96818 0.2044
H 3.07581 4.72607 0.08894 0.1888
H 1.44501 3.01191 -2.63326 0.2081
H 1.98493 1.37340 -3.06637 0.2360
H 3.17574 2.66407 -2.76259 0.1955
H 3.17009 -1.47321 -0.84925 0.2439
H 4.16796 -0.15887 -1.54151 0.1820
H 2.63656 -0.63112 -2.32030 0.2162
O -0.41250 0.29920 -1.92749 -1.0807
H -0.69348 1.19468 -1.63364 0.4931
C -1.37761 -3.20848 1.94873 -1.1595
Si -2.16904 -1.54693 1.62940 1.7313
C -4.02986 -1.86490 1.46189 -1.1237
C -1.98416 -0.40040 3.09801 -1.1647
C -1.53621 -0.53609 0.15595 -1.2663
Si -1.74847 -0.81952 -1.79824 1.8189
C -3.61100 -0.33000 -1.87245 -1.1094
C -1.60034 -0.80686 -3.77649 -1.1075
C -1.88130 -2.73000 -1.90721 -1.1123
H -2.06081 -3.79287 2.58607 0.1996
H -0.42136 -3.07859 2.47858 0.2811
H -1.20204 -3.78244 1.03000 0.2396
H -4.36382 -2.38432 2.37342 0.2073
H -4.60135 -0.92788 1.39043 0.2202
H -4.28783 -2.49295 0.59802 0.2226
H -0.91822 -0.29614 3.35447 0.2834
H -2.37395 0.60406 2.88557 0.2249
H -2.49431 -0.81209 3.97660 0.2004
H -2.08847 0.43203 0.29946 0.2271
H -3.75356 0.76111 -1.89366 0.2008
H -4.04740 -0.75117 -2.78916 0.2032
H -4.16497 -0.73921 -1.01601 0.2106
H -0.64777 -1.26260 -4.06642 0.1915
H -2.39473 -1.33609 -4.31597 0.1692
H -1.57395 0.22216 -4.15214 0.1825
H -0.88570 -3.19089 -1.89930 0.2271
H -2.48985 -3.12606 -1.08211 0.2001
H -2.39444 -2.96924 -2.85261 0.1983
```

Values from the calculation:
E_LUMO (spin up / spin down) = 5.053 / 4.831 eV
charge = -2
spin multiplicity = 5
orbital gap (spin up / spin down) = 5.954 / 5.892 eV
HOMO (spin up / spin down) = -0.90 / -1.06 eV
⟨S²⟩ = 6.0706
E = -2798.4544 Eh